A single C5H8O molecule at a distorted geometry, computed with wB97M-V/def2-TZVPD.

The calculation puts the lowest unoccupied orbital energy at 1.06 eV. The strongest force on any atom is 0.022 Eh/bohr. For the HOMO energy, the calculation gives -8.48 eV. Its gap between HOMO and LUMO is 9.5 eV. The structure (SMILES) is OCCC1C=C1. The value obtained for the energy above the lowest of the compared OMol25 structures with the same formula, charge and spin is 85.6 kcal per mole. The calculated total energy comes out at -7358.5429 eV.

Last columns: bonded neighbours and bond lengths (Å).
Cartesian coordinates (Å):
1 O 0.37 1.13 1.13  C4 1.459, H7 0.965
2 C -0.63 -0.84 1.08  C3 1.296, C6 1.479, H8 1.071
3 C -1.44 -0.72 0.07  C2 1.296, C6 1.500, H9 1.068
4 C 0.47 1.24 -0.32  O1 1.459, C5 1.530, H10 1.081, H11 1.106
5 C 0.92 -0.13 -0.86  C4 1.530, C6 1.516, H12 1.102, H13 1.096
6 C -0.03 -1.14 -0.23  C2 1.479, C3 1.500, C5 1.516, H14 1.091
7 H -0.50 1.41 1.45  O1 0.965
8 H -0.50 -1.04 2.13  C2 1.071
9 H -2.46 -0.79 -0.21  C3 1.068
10 H 1.22 2.02 -0.43  C4 1.081
11 H -0.43 1.56 -0.87  C4 1.106
12 H 0.87 -0.19 -1.96  C5 1.102
13 H 1.96 -0.31 -0.58  C5 1.096
14 H 0.19 -2.19 -0.40  C6 1.091